Computed, not measured: C50H49GeN9OSZr as an isolated structure, with wB97M-V/def2-TZVPD.

The geometry in ORCA input format:
```
! RIJCOSX wB97M-V def2-TZVPD def2/J DEFGRID3
* xyz 0 1
Zr 0.9783 0.8793 -0.4663
O 3.7705 1.5827 2.5231
C 2.7603 1.3561 1.8491
N 2.7182 0.7163 0.6795
C 3.9741 0.4321 0.0276
C 3.7868 0.4755 -1.4792
C 4.8704 0.5060 -2.3267
C 4.6872 0.5436 -3.7167
C 3.3727 0.6093 -4.1882
C 2.3276 0.5802 -3.3001
N 2.4950 0.4728 -1.9437
C 1.4185 1.8708 2.2792
C 1.2810 2.4186 3.5417
C 0.0751 2.9844 3.9201
C -0.9482 3.0324 2.9668
C -0.7379 2.4920 1.7197
N 0.4016 1.8607 1.3637
H 4.7371 1.1703 0.3357
H 4.3617 -0.5592 0.3346
H 5.8702 0.5126 -1.9179
H 5.5325 0.5465 -4.3851
H 3.1818 0.6827 -5.2464
H 1.2977 0.6211 -3.6454
H 2.1374 2.3811 4.1975
H -0.0700 3.3738 4.9149
H -1.8986 3.4835 3.2064
H -1.5017 2.5517 0.9471
S -0.9771 -0.8720 -1.1265
C -1.6185 0.9730 -3.1336
N -2.4332 0.2849 -3.7507
N -3.7981 0.6028 -3.7720
C -4.1957 1.8743 -3.3653
C -3.7656 2.3632 -2.1296
C -4.0878 3.6430 -1.7318
C -4.8463 4.4599 -2.5539
C -5.3253 3.9630 -3.7543
C -5.0097 2.6798 -4.1603
N -0.7759 1.8196 -2.9169
N -0.0151 2.1480 -1.8305
C 0.6336 3.3438 -2.0051
C 0.2870 4.2419 -3.0313
C 0.8880 5.4751 -3.1195
C 1.8597 5.8556 -2.2061
C 2.2275 4.9760 -1.1985
C 1.6387 3.7308 -1.0947
H -4.1914 0.2959 -4.6539
H -3.1738 1.7274 -1.4884
H -3.7368 4.0075 -0.7773
H -5.0715 5.4731 -2.2597
H -5.9285 4.5917 -4.3938
H -5.3714 2.3023 -5.1077
H -0.4834 3.9489 -3.7295
H 0.5807 6.1562 -3.8993
H 2.3141 6.8307 -2.2737
H 2.9794 5.2628 -0.4763
H 1.9390 3.0459 -0.2940
C 1.9534 -3.9617 -3.4105
C 1.5371 -2.5596 -2.8910
N 1.6979 -2.5068 -1.4581
C 3.0629 -2.7685 -1.0803
C 3.4654 -4.2061 -1.5093
N 2.3084 -4.7939 -2.2298
C 1.1438 -4.8911 -1.3126
C 0.8112 -3.4625 -0.8305
H 2.8272 -3.8993 -4.0623
H 1.1438 -4.4548 -3.9508
H 0.4938 -2.3262 -3.1145
H 2.1538 -1.7862 -3.3509
H 3.1445 -2.6393 0.0001
H 3.7114 -2.0347 -1.5636
H 3.6997 -4.8448 -0.6550
H 4.3234 -4.1898 -2.1829
H 2.5607 -5.7308 -2.5517
H 1.3954 -5.5482 -0.4793
H 0.3081 -5.3231 -1.8619
H 0.9046 -3.3645 0.2507
H -0.2107 -3.1825 -1.0888
C 0.0657 -0.9118 0.2789
Ge -0.9265 -1.1054 1.9425
C -2.6358 -0.1687 2.4032
C -3.1801 -0.3392 3.6694
C -4.2916 0.3817 4.0650
C -4.8885 1.2746 3.1913
C -4.3926 1.4061 1.9061
C -3.2772 0.6835 1.5199
C -1.5055 -3.0241 2.1883
C -1.3103 -3.6786 3.3971
C -1.7991 -4.9547 3.6112
C -2.4898 -5.6055 2.6045
C -2.6798 -4.9744 1.3869
C -2.1979 -3.6925 1.1851
C 0.2693 -0.8861 3.5067
C 1.4386 -1.6323 3.5446
C 2.2434 -1.6485 4.6668
C 1.8945 -0.8925 5.7729
C 0.7622 -0.0987 5.7308
C -0.0416 -0.1038 4.6063
H -2.7281 -1.0479 4.3491
H -4.6912 0.2613 5.0624
H -5.7425 1.8574 3.5077
H -4.8715 2.0811 1.2113
H -2.8947 0.7717 0.5110
H -0.7698 -3.1715 4.1841
H -1.6482 -5.4416 4.5644
H -2.8870 -6.5971 2.7723
H -3.2172 -5.4811 0.5970
H -2.3660 -3.1871 0.2429
H 1.6970 -2.2295 2.6776
H 3.1388 -2.2551 4.6856
H 2.5018 -0.9250 6.6648
H 0.5005 0.5223 6.5766
H -0.9330 0.5064 4.5874
*
```

LUMO energy (alpha / beta) = -0.724 / -0.724 eV
HOMO-LUMO gap (alpha / beta) = 3.7 / 3.7 eV



Computed, not measured: one molecule with the formula C5H11NO, with wB97M-V/def2-TZVPD.

The geometry in ORCA input format:
```
! RIJCOSX wB97M-V def2-TZVPD def2/J DEFGRID3
* xyz 0 1
C -1.8978 0.9591 -0.0580
C -1.1530 -0.2838 0.3829
C -0.2801 -1.0476 -0.7211
C 0.8515 -0.9527 0.2499
C 1.9991 0.0601 0.0650
O 1.5085 1.3516 -0.0631
N -0.0074 -0.2073 1.2938
H -1.3181 1.8560 -0.2921
H -2.5438 1.1831 0.7510
H -2.5651 0.5397 -0.8648
H -1.9696 -0.9883 0.7106
H -0.6631 -2.0145 -0.9285
H -0.0098 -0.5157 -1.7099
H 1.2567 -2.0024 0.5390
H 2.6426 0.0840 1.0324
H 2.7466 -0.2731 -0.6961
H 1.1578 1.4715 -1.0362
H 0.2450 0.7801 1.3453
*
```

LUMO energy = 0.832 eV
HOMO-LUMO gap = 9.4 eV
SMILES = C[C@H]1C[C@@H](CO)N1



| no. | strongest force on any atom (eV/Å) |
| --- | --- |
| 1 | 5.81 |
| 2 | 4.14 |